# 1
{"formula": "C34H35DyN4O2", "method": "the ωB97M-V functional and the def2-TZVPD basis", "gap_ev": [7.0, 7.1], "multiplicity": 6, "charge": 2, "elements": ["Dy", "C", "O", "C", "N", "C", "C", "C", "C", "C", "C", "C", "C", "C", "C", "C", "C", "N", "C", "N", "C", "C", "O", "C", "C", "C", "C", "C", "C", "H", "H", "H", "H", "H", "H", "H", "H", "H", "H", "H", "H", "H", "H", "H", "H", "H", "H", "H", "C", "C", "C", "C", "C", "C", "C", "C", "C", "C", "H", "H", "H", "H", "H", "H", "H", "H", "H", "H", "H", "H", "H", "H", "H", "N", "C", "H"], "xyz": [[-0.755, 0.023, -1.200], [0.780, 4.518, 0.104], [1.692, 3.492, 0.636], [1.184, 2.336, 0.275], [0.103, 2.287, -0.404], [-0.307, 3.702, -0.635], [-0.432, 4.055, -2.094], [0.133, 3.279, -3.092], [-0.031, 3.616, -4.432], [-0.748, 4.753, -4.775], [-1.285, 5.555, -3.773], [-1.133, 5.205, -2.442], [1.914, 1.126, 0.724], [3.067, 1.173, 1.486], [3.631, -0.031, 1.882], [3.018, -1.223, 1.522], [1.868, -1.152, 0.758], [1.334, -0.009, 0.354], [1.097, -2.344, 0.332], [0.043, -2.268, -0.388], [-0.401, -3.678, -0.611], [0.582, -4.505, 0.249], [1.539, -3.507, 0.748], [-0.383, -4.086, -2.059], [-1.240, -5.095, -2.483], [-1.205, -5.538, -3.796], [-0.315, -4.968, -4.700], [0.558, -3.975, -4.277], [0.530, -3.545, -2.954], [1.360, 5.153, -0.557], [0.412, 5.086, 0.952], [-1.274, 3.844, -0.153], [0.729, 2.416, -2.828], [0.407, 3.000, -5.208], [-0.878, 5.023, -5.814], [-1.834, 6.451, -4.033], [-1.587, 5.821, -1.671], [3.494, 2.126, 1.764], [4.535, -0.040, 2.477], [3.408, -2.183, 1.829], [-1.410, -3.775, -0.220], [1.147, -5.229, -0.329], [0.132, -4.977, 1.117], [-1.946, -5.535, -1.785], [-1.877, -6.322, -4.117], [-0.295, -5.309, -5.726], [1.271, -3.552, -4.973], [1.238, -2.795, -2.618], [-3.157, 0.532, -0.550], [-2.983, 1.234, -1.760], [-2.770, 0.288, -2.792], [-2.891, -1.007, -2.230], [-3.111, -0.856, -0.835], [-3.502, -1.927, 0.137], [-3.055, -2.247, -3.056], [-2.663, 0.602, -4.259], [-3.313, 2.677, -1.985], [-3.543, 1.130, 0.772], [-2.997, -1.835, 1.102], [-3.307, -2.926, -0.249], [-4.574, -1.869, 0.337], [-2.155, -2.568, -3.581], [-3.818, -2.062, -3.814], [-3.401, -3.083, -2.452], [-1.640, 0.643, -4.643], [-3.115, 1.569, -4.478], [-3.185, -0.151, -4.849], [-3.125, 3.296, -1.108], [-4.382, 2.748, -2.200], [-2.773, 3.110, -2.823], [-3.066, 0.634, 1.620], [-4.622, 1.042, 0.921], [-3.296, 2.190, 0.832], [2.022, -0.074, -3.711], [1.152, -0.051, -2.959], [2.748, -0.087, -4.406]], "forces_ev_per_a": [[0.48, 0.05, 0.73], [0.19, -0.19, 0.06], [-0.30, 0.21, -0.20], [0.48, -0.27, 0.34], [-0.35, 0.13, -0.33], [0.07, -0.14, 0.12], [-0.01, 0.07, -0.01], [0.03, -0.03, -0.09], [-0.03, 0.04, 0.04], [0.02, 0.00, 0.04], [0.00, 0.01, -0.02], [-0.02, 0.03, -0.01], [-0.17, 0.30, -0.09], [0.07, 0.02, 0.06], [0.06, 0.00, 0.03], [0.09, -0.02, 0.08], [-0.15, -0.31, -0.09], [-0.32, 0.04, -0.19], [0.38, 0.27, 0.27], [-0.20, -0.23, -0.23], [0.04, 0.17, 0.13], [0.23, 0.16, 0.06], [-0.26, -0.18, -0.17], [0.03, -0.05, -0.04], [-0.06, -0.01, -0.04], [0.00, 0.04, -0.01], [0.00, 0.01, 0.03], [-0.06, -0.05, 0.06], [0.05, 0.06, -0.09], [0.02, 0.04, -0.03], [-0.03, 0.02, 0.03], [-0.03, 0.02, 0.01], [0.02, -0.02, 0.01], [0.00, 0.01, 0.01], [0.00, -0.01, 0.01], [0.00, -0.02, 0.00], [0.02, -0.02, -0.02], [0.01, -0.02, 0.00], [-0.02, 0.00, 0.00], [0.01, 0.02, 0.00], [-0.07, -0.02, 0.00], [0.01, -0.06, -0.01], [-0.03, 0.00, 0.03], [0.02, 0.02, -0.02], [0.02, 0.02, 0.00], [0.01, 0.01, 0.01], [-0.01, 0.00, 0.01], [-0.01, -0.01, -0.01], [-0.30, 0.09, 0.20], [-0.06, 0.30, -0.10], [0.00, 0.17, -0.23], [-0.04, -0.11, -0.07], [-0.21, -0.26, -0.04], [0.03, -0.06, 0.09], [0.05, -0.13, 0.02], [-0.01, 0.01, -0.07], [0.03, 0.05, 0.01], [0.07, 0.02, 0.09], [0.01, 0.01, -0.01], [-0.02, 0.02, -0.03], [0.01, 0.00, 0.02], [0.05, 0.03, -0.01], [-0.01, -0.03, 0.01], [0.04, -0.02, 0.01], [0.03, -0.02, 0.07], [-0.01, -0.03, -0.01], [-0.02, 0.01, 0.00], [-0.03, -0.02, -0.01], [0.01, 0.06, -0.01], [-0.03, -0.04, -0.02], [-0.01, -0.04, -0.02], [0.02, 0.01, 0.02], [0.00, -0.02, -0.03], [-0.03, 0.02, -0.06], [0.19, -0.11, -0.28], [0.03, 0.00, 0.02]]}

# 2
{"formula": "C34H35N12O2S4Tl", "method": "the ωB97M-V functional and the def2-TZVPD basis", "gap_ev": 5.2, "multiplicity": 1, "charge": -2, "elements": ["Tl", "N", "C", "S", "N", "N", "C", "C", "C", "C", "C", "C", "C", "C", "C", "C", "C", "C", "N", "H", "H", "H", "H", "H", "H", "H", "H", "H", "H", "H", "S", "C", "C", "C", "C", "N", "C", "C", "C", "S", "C", "N", "H", "H", "N", "C", "C", "C", "C", "N", "C", "N", "N", "C", "O", "O", "H", "H", "H", "H", "H", "H", "H", "H", "H", "H", "H", "H", "H", "H", "N", "C", "S", "N", "C", "C", "C", "C", "C", "C", "H", "H", "H", "H", "H", "H", "H", "H"], "xyz": [[0.917, 0.302, -0.788], [2.706, -3.545, 1.477], [2.726, -2.206, 1.134], [3.292, -1.770, -0.411], [2.320, -1.422, 2.120], [1.977, -0.179, 1.777], [2.034, 0.747, 2.676], [2.591, 0.551, 4.051], [2.188, -0.504, 4.873], [2.733, -0.672, 6.139], [3.700, 0.205, 6.614], [4.116, 1.252, 5.806], [3.567, 1.420, 4.542], [1.511, 2.092, 2.296], [1.276, 3.082, 3.253], [0.791, 4.319, 2.856], [0.526, 4.551, 1.521], [0.730, 3.501, 0.642], [1.210, 2.320, 1.010], [3.304, -4.121, 0.913], [2.714, -3.730, 2.469], [1.441, -1.193, 4.510], [2.401, -1.497, 6.759], [4.127, 0.071, 7.601], [4.873, 1.943, 6.159], [3.916, 2.229, 3.911], [1.440, 2.872, 4.299], [0.603, 5.089, 3.594], [0.134, 5.495, 1.169], [0.475, 3.605, -0.410], [-2.402, 0.534, -1.806], [-2.377, 2.273, -1.787], [-1.960, 2.959, -2.936], [-1.872, 4.347, -3.007], [-1.527, 4.988, -4.244], [-1.272, 5.502, -5.244], [-2.187, 5.102, -1.864], [-2.631, 4.447, -0.723], [-2.782, 3.052, -0.636], [-3.446, 2.369, 0.813], [-2.042, 6.532, -1.856], [-1.911, 7.677, -1.836], [-1.685, 2.377, -3.806], [-2.897, 5.037, 0.145], [-0.937, 0.057, 1.171], [-1.347, -1.272, 1.614], [-2.468, -1.159, 2.665], [-3.216, -2.449, 3.077], [-4.725, -2.335, 2.791], [-4.923, -1.895, 1.428], [-5.462, -0.746, 1.193], [-6.071, 0.027, 2.153], [-5.444, -0.201, -0.051], [-1.585, -2.105, 0.336], [-2.765, -2.658, 0.100], [-0.657, -2.286, -0.425], [-0.739, 0.661, 1.962], [-1.706, 0.497, 0.658], [-0.492, -1.768, 2.086], [-3.182, -0.419, 2.302], [-1.992, -0.714, 3.542], [-3.081, -2.653, 4.143], [-2.819, -3.307, 2.530], [-5.144, -1.638, 3.529], [-5.208, -3.305, 2.939], [-3.541, -2.278, 0.631], [-6.406, -0.428, 2.979], [-6.593, 0.827, 1.845], [-4.699, -0.533, -0.649], [-5.447, 0.811, -0.075], [0.970, -2.462, -3.208], [1.809, -2.023, -4.164], [2.163, -0.414, -4.370], [2.257, -3.068, -4.960], [3.104, -3.024, -6.083], [4.287, -2.286, -6.100], [5.099, -2.313, -7.222], [4.763, -3.079, -8.333], [3.597, -3.828, -8.307], [2.773, -3.799, -7.190], [0.658, -1.809, -2.505], [1.008, -3.418, -2.892], [1.681, -3.891, -4.910], [4.554, -1.697, -5.235], [6.011, -1.728, -7.223], [5.405, -3.094, -9.205], [3.313, -4.426, -9.165], [1.853, -4.375, -7.180]], "forces_ev_per_a": [[-0.23, 0.00, -0.07], [0.17, 0.02, -0.04], [-0.10, -0.03, -0.01], [-0.05, -0.09, 0.00], [-0.03, -0.32, 0.29], [0.32, 0.48, 0.01], [-0.11, 0.05, -0.06], [0.00, -0.08, 0.04], [-0.06, 0.12, 0.01], [0.00, 0.03, 0.00], [-0.05, -0.01, -0.07], [0.02, 0.02, 0.02], [0.08, -0.04, -0.09], [-0.08, 0.07, 0.07], [-0.04, -0.04, 0.05], [0.02, -0.04, 0.11], [-0.06, 0.02, -0.03], [-0.04, -0.14, -0.08], [0.20, 0.02, 0.04], [0.04, -0.04, -0.01], [-0.07, 0.05, -0.01], [-0.02, -0.05, -0.05], [-0.01, 0.00, -0.02], [-0.01, 0.00, 0.00], [-0.01, -0.01, -0.03], [-0.03, 0.02, 0.01], [0.05, 0.03, 0.02], [0.00, -0.01, 0.02], [-0.02, -0.01, -0.02], [0.01, 0.00, 0.01], [-0.07, 0.02, -0.08], [-0.17, -0.12, 0.35], [0.11, 0.20, 0.01], [-0.04, -0.06, -0.03], [0.05, -0.06, 0.13], [0.01, -0.01, 0.00], [0.06, 0.23, -0.10], [-0.03, -0.17, 0.11], [0.10, 0.18, -0.38], [-0.07, 0.10, 0.15], [-0.04, -0.25, -0.04], [-0.02, 0.05, 0.04], [-0.04, -0.05, -0.01], [0.00, -0.01, 0.03], [0.18, -0.10, -0.11], [-0.22, 0.10, 0.07], [-0.14, -0.24, -0.02], [0.06, 0.13, -0.11], [0.03, 0.09, -0.03], [0.21, -0.10, 0.02], [0.07, 0.26, 0.01], [-0.09, 0.04, -0.04], [-0.39, -0.23, -0.14], [0.00, 0.04, -0.17], [0.24, 0.16, -0.02], [0.01, -0.09, 0.11], [-0.03, -0.09, 0.05], [-0.08, 0.05, 0.03], [0.12, 0.01, -0.10], [0.01, 0.06, 0.00], [-0.02, 0.04, 0.03], [0.04, -0.05, 0.00], [0.01, -0.03, 0.06], [0.04, -0.13, 0.08], [0.00, -0.03, 0.09], [-0.12, -0.13, -0.07], [-0.07, 0.04, 0.01], [0.07, 0.07, -0.03], [0.22, -0.03, -0.08], [0.21, 0.14, 0.13], [0.01, -0.03, 0.05], [-0.07, -0.03, 0.03], [0.15, -0.24, -0.19], [0.14, 0.14, -0.02], [-0.05, 0.08, 0.10], [-0.02, 0.03, 0.03], [-0.04, -0.02, 0.01], [0.04, 0.03, 0.03], [-0.04, -0.02, 0.05], [0.00, -0.04, -0.08], [-0.12, 0.05, -0.05], [0.03, 0.04, 0.01], [-0.05, -0.07, -0.02], [-0.03, 0.02, -0.01], [-0.02, -0.02, 0.00], [-0.02, 0.02, 0.02], [0.01, -0.01, 0.03], [0.00, 0.04, -0.01]]}

# 3
{"formula": "C34H35N4RuSi", "method": "the ωB97M-V functional and the def2-TZVPD basis", "gap_ev": [5.1, 5.2], "multiplicity": 2, "charge": 2, "elements": ["Ru", "C", "C", "C", "C", "N", "C", "C", "C", "C", "C", "C", "N", "C", "C", "C", "C", "C", "N", "H", "H", "H", "H", "H", "H", "H", "H", "H", "H", "H", "C", "Si", "C", "N", "C", "C", "C", "C", "C", "C", "C", "C", "C", "C", "C", "C", "C", "C", "C", "C", "C", "H", "H", "H", "H", "H", "H", "H", "H", "H", "H", "H", "H", "H", "H", "H", "H", "H", "H", "H", "H", "H", "H", "H", "H"], "xyz": [[-1.195, 0.393, 0.084], [1.703, 2.706, 2.676], [0.689, 3.686, 3.095], [-0.634, 3.448, 2.911], [-1.104, 2.293, 2.231], [-0.250, 1.425, 1.599], [1.140, 1.583, 1.774], [-2.491, 1.953, 2.130], [-3.563, 2.512, 2.847], [-4.849, 2.127, 2.536], [-5.089, 1.203, 1.516], [-3.996, 0.647, 0.858], [-2.748, 0.987, 1.210], [-4.052, -0.238, -0.310], [-5.231, -0.789, -0.813], [-5.196, -1.530, -1.981], [-3.975, -1.711, -2.618], [-2.840, -1.165, -2.048], [-2.860, -0.448, -0.923], [2.261, 2.358, 3.549], [1.032, 4.577, 3.599], [-1.368, 4.150, 3.273], [1.612, 0.629, 2.021], [-3.372, 3.235, 3.623], [-5.682, 2.551, 3.072], [-6.096, 0.950, 1.230], [-6.165, -0.634, -0.299], [-6.102, -1.946, -2.392], [-3.907, -2.266, -3.538], [-1.874, -1.297, -2.521], [-0.104, 0.893, -1.675], [1.570, 0.066, -1.341], [1.160, -1.701, -0.541], [0.036, -1.708, 0.402], [-0.923, -2.792, 0.183], [-0.344, -4.187, 0.482], [0.534, -4.169, 1.738], [0.171, -2.965, 2.594], [0.432, -1.665, 1.823], [2.435, -0.176, -3.015], [1.961, -1.126, -3.916], [2.489, -1.219, -5.191], [3.500, -0.358, -5.584], [3.989, 0.583, -4.695], [3.453, 0.683, -3.423], [2.625, 1.174, -0.211], [3.949, 0.993, 0.027], [4.670, 1.781, 0.983], [4.077, 2.765, 1.691], [2.662, 3.138, 1.496], [1.896, 2.214, 0.543], [-0.572, 0.534, -2.596], [-0.056, 1.985, -1.744], [2.053, -2.116, -0.070], [0.915, -2.356, -1.376], [-1.273, -2.771, -0.851], [-1.781, -2.605, 0.842], [0.228, -4.550, -0.371], [-1.187, -4.863, 0.620], [1.591, -4.124, 1.472], [0.387, -5.083, 2.311], [0.769, -2.943, 3.504], [-0.875, -3.032, 2.893], [1.500, -1.439, 1.871], [-0.126, -0.864, 2.332], [1.170, -1.803, -3.627], [2.106, -1.956, -5.880], [3.898, -0.413, -6.585], [4.782, 1.252, -4.992], [3.825, 1.437, -2.748], [4.496, 0.236, -0.512], [5.723, 1.577, 1.120], [4.632, 3.333, 2.422], [2.584, 4.205, 1.277], [1.174, 2.749, -0.073]], "forces_ev_per_a": [[1.39, -1.96, 0.32], [0.51, -0.02, -0.20], [-0.87, -0.33, -0.15], [0.83, 0.93, 0.78], [3.81, -2.38, -1.44], [-2.73, 2.07, 1.42], [1.53, 0.68, -0.39], [-2.65, -0.42, -0.19], [1.52, -0.17, -0.34], [-0.50, -0.71, -0.55], [0.37, 0.28, 0.39], [-0.07, 0.26, 0.27], [-0.53, 1.29, -0.12], [-0.25, -0.58, -0.70], [0.38, 0.30, 0.35], [0.36, -0.02, -0.15], [-0.34, 0.03, 0.19], [0.02, 0.03, -0.09], [0.04, -0.10, -0.49], [-0.10, 0.00, 0.06], [-0.10, 0.20, 0.07], [-0.03, 0.12, 0.05], [-0.28, 0.05, -0.06], [-0.02, 0.12, 0.04], [-0.12, 0.10, 0.07], [-0.11, -0.04, 0.01], [-0.09, 0.04, 0.05], [-0.08, -0.05, -0.03], [0.05, -0.06, -0.10], [-0.03, 0.06, 0.06], [-1.24, -0.25, 1.04], [1.02, -0.69, -0.13], [0.69, 0.84, -0.83], [-1.14, 1.83, -0.39], [-0.24, -0.70, -0.11], [0.05, 0.23, -0.04], [-0.11, -0.04, 0.15], [0.22, -0.04, -0.25], [-0.08, 0.00, 0.87], [-0.47, 0.14, 0.85], [0.03, -0.03, -0.06], [-0.08, -0.08, -0.05], [0.01, 0.00, -0.02], [0.08, 0.11, -0.04], [-0.02, -0.03, 0.06], [0.59, -0.72, -0.73], [-1.55, -0.39, -0.89], [0.09, 1.28, 1.11], [0.88, -0.76, -0.33], [-0.51, 0.38, 0.65], [-0.98, -0.49, 0.57], [0.04, -0.08, 0.07], [0.15, -0.09, 0.02], [0.07, -0.07, -0.07], [0.00, -0.07, -0.09], [0.02, 0.13, 0.16], [0.07, 0.02, -0.18], [-0.06, -0.03, -0.06], [-0.03, -0.04, -0.07], [0.06, 0.00, -0.02], [0.10, -0.05, -0.03], [-0.05, 0.05, 0.06], [-0.07, 0.03, 0.08], [-0.10, 0.08, -0.04], [0.25, -0.12, -0.14], [-0.15, -0.14, 0.02], [-0.02, -0.08, -0.08], [0.08, -0.04, -0.09], [0.06, 0.06, -0.06], [0.07, 0.11, 0.09], [0.08, -0.21, -0.07], [0.04, 0.00, 0.11], [0.19, 0.07, 0.02], [0.01, 0.03, -0.13], [0.03, 0.15, -0.06]]}

no.,E (eV)
1,-69953.9398
2,-105841.5681
3,-52230.5513